(1)
{"formula": "CH5O2", "method": "ωB97M-V/def2-TZVPD", "charge": -1, "orbital_gap_ev": 8.3, "de_lowest_kj_mol": 25.0, "largest_force_ha_per_bohr": 0.032, "homo_energy_ev": -3.50, "elements": ["H", "H", "C", "H", "O", "H", "H", "O"], "positions_angstrom": [[-0.600636, -0.474328, -1.480685], [-0.160532, -0.000611, 0.680660], [0.240012, 0.222431, -1.350599], [-0.544782, -1.632371, 0.999794], [-0.232799, -0.899563, 1.570955], [0.288665, 0.962420, -2.239801], [1.246740, -0.374104, -1.327721], [0.024108, 0.922612, -0.137036]], "forces_ev_per_angstrom": [[0.2, -0.2, -0.6], [0.4, 0.4, 0.6], [1.0, 1.1, 0.7], [0.2, 0.4, 0.7], [-0.4, -0.1, -1.4], [-0.1, -1.1, 1.0], [-1.5, 0.7, -0.2], [0.1, -1.2, -0.8]], "lowdin_charge": [0.0368, -0.0117, -0.3303, -0.0744, -0.3827, 0.0545, 0.0675, -0.3596]}


(2)
{"formula": "CH5O2", "method": "ωB97M-V/def2-TZVPD", "charge": -1, "orbital_gap_ev": 7.4, "de_lowest_kj_mol": 26.8, "largest_force_ha_per_bohr": 0.030, "homo_energy_ev": -2.46, "elements": ["H", "H", "H", "H", "H", "C", "O", "O"], "positions_angstrom": [[-0.194508, -0.940425, -1.447927], [-1.391119, 0.070150, -0.611658], [0.309293, 0.454852, 1.560187], [-0.588273, 0.698302, -2.017432], [1.117180, -0.686918, 1.695807], [-0.373538, 0.102086, -1.078579], [0.470998, -0.267112, 2.242308], [0.649968, 0.569064, -0.342707]], "forces_ev_per_angstrom": [[-0.2, 0.0, -0.1], [0.1, -0.1, 0.3], [-0.1, -0.7, 0.2], [0.2, -0.1, 0.1], [0.7, -0.8, -0.5], [-0.1, 0.0, -0.7], [-0.6, 1.4, 0.1], [0.0, 0.4, 0.6]], "lowdin_charge": [0.0283, 0.0291, 0.0153, 0.0249, -0.0198, -0.4946, -0.1531, -0.4300]}


(3)
{"formula": "CH5O2P", "method": "ωB97M-V/def2-TZVPD", "charge": 0, "orbital_gap_ev": 8.8, "de_lowest_kj_mol": 378.1, "largest_force_ha_per_bohr": 0.103, "homo_energy_ev": -8.27, "elements": ["H", "P", "H", "O", "H", "H", "H", "C", "O"], "positions_angstrom": [[1.503236, -1.579619, 0.186041], [0.657891, -1.235218, -0.848384], [-0.954392, 0.680817, 1.466572], [-0.698018, -0.158776, 1.179406], [0.829202, 1.779442, -0.615262], [-0.534837, -1.758839, -0.466864], [-1.278256, 0.686412, -1.175064], [-0.019759, 0.210678, 0.064497], [0.494934, 1.375103, 0.209058]], "forces_ev_per_angstrom": [[0.3, -0.8, 0.9], [0.5, 1.6, -1.3], [-1.3, 2.1, 1.7], [1.2, -1.4, -1.1], [-0.4, -0.6, 0.5], [-0.7, -1.4, 0.3], [1.6, -1.2, 1.6], [-3.8, -1.8, -3.1], [2.6, 3.4, 0.5]], "lowdin_charge": [-0.1152, 0.8491, 0.0712, -0.0124, 0.1360, -0.1058, 0.0894, -0.9052, -0.0072]}


(4)
{"formula": "CH5O2PS", "method": "ωB97M-V/def2-TZVPD", "charge": 0, "orbital_gap_ev": 9.5, "de_lowest_kj_mol": 320.0, "largest_force_ha_per_bohr": 0.084, "homo_energy_ev": -9.07, "smiles": "OC(O)(P)S", "elements": ["H", "S", "O", "C", "H", "H", "H", "O", "H", "P"], "positions_angstrom": [[0.845199, -0.776209, -1.893664], [-1.441668, 0.871131, 1.214530], [-0.315976, -1.412264, 0.224066], [-0.037514, -0.151273, 0.080778], [-2.183695, 1.306355, 0.342993], [0.117866, -1.643494, 1.074617], [0.874606, 1.177366, -1.638081], [1.143239, 0.206807, 0.683915], [1.108259, 0.104528, 1.655792], [-0.110315, 0.317054, -1.744946]], "forces_ev_per_angstrom": [[-0.6, 0.6, -0.5], [3.3, -1.7, 2.2], [0.1, -3.2, 1.1], [-1.3, 3.9, 0.6], [-2.5, 1.3, -3.1], [-0.7, -0.6, -0.6], [1.9, 2.0, 0.2], [0.9, 0.1, 0.3], [-0.2, 0.2, -0.6], [-1.1, -2.7, 0.4]], "lowdin_charge": [-0.0497, 0.6507, -0.0676, -1.1264, -0.2976, 0.1321, -0.1492, -0.1030, 0.1010, 0.9097]}


Q: Which formula does entry 1 have?
A: CH5O2